# 1
{"formula": "H4O2Tl", "method": "the ωB97M-V functional and the def2-TZVPD basis", "multiplicity": 2, "charge": 2, "e_homo_ev": [-22.60, -19.81], "de_lowest_ev": 0.0965, "energy_ha": -324.53069, "symbols": ["Tl", "O", "H", "H", "O", "H", "H"], "coordinates": [[0.0146, 6.1480, 28.0584], [-1.7965, 4.1245, 26.8022], [-2.4618, 3.4980, 27.0869], [-1.7207, 3.9818, 25.8587], [1.7250, 8.2857, 29.2674], [2.6436, 8.3651, 29.5245], [1.2501, 8.8167, 29.9067]], "forces_ev_per_a": [[0.1, -0.2, 0.1], [0.1, 1.3, 0.3], [-0.5, -0.9, 0.7], [0.3, -0.3, -1.1], [-0.7, -0.3, -1.2], [1.4, -0.2, 0.3], [-0.7, 0.6, 0.9]]}


# 2
{"formula": "C28H24Cl2N9O7STl", "method": "the ωB97M-V functional and the def2-TZVPD basis", "charge": -2, "e_homo_ev": -2.12, "de_lowest_ev": 1.3038, "energy_ha": -3592.19956, "symbols": ["Tl", "Cl", "C", "C", "C", "N", "C", "O", "C", "C", "C", "C", "C", "N", "C", "C", "C", "Cl", "N", "C", "O", "C", "C", "C", "C", "C", "N", "H", "H", "H", "H", "H", "H", "H", "H", "H", "H", "N", "C", "N", "O", "H", "H", "H", "H", "O", "S", "O", "N", "C", "O", "C", "C", "C", "C", "C", "C", "H", "H", "H", "H", "C", "N", "C", "N", "O", "H", "H", "H", "H", "H", "H"], "coordinates": [[-0.7755, 0.1353, 0.3976], [-4.1445, 1.9940, -5.6623], [-3.9254, 1.2312, -4.1003], [-3.1846, 1.8917, -3.1359], [-2.9633, 1.3346, -1.8771], [-2.1179, 1.9274, -0.9339], [-2.0724, 3.2384, -0.8086], [-2.7934, 4.1251, -1.3125], [-0.9297, 3.7362, 0.0849], [-0.6666, 5.1068, 0.1193], [0.4132, 5.5687, 0.8474], [1.2139, 4.6534, 1.5225], [0.8672, 3.3152, 1.4458], [-0.1833, 2.8658, 0.7624], [-3.5133, 0.0594, -1.5792], [-4.2769, -0.5799, -2.5632], [-4.4749, -0.0077, -3.8114], [-5.4412, -0.8720, -4.9883], [-3.1741, -0.4983, -0.3402], [-3.8962, -1.4552, 0.2224], [-4.9871, -1.9556, -0.1196], [-3.2658, -2.0584, 1.4722], [-3.4184, -3.4325, 1.6589], [-2.8353, -4.0354, 2.7544], [-2.1397, -3.2452, 3.6610], [-2.0593, -1.8877, 3.4100], [-2.5940, -1.2940, 2.3384], [-2.7677, 2.8623, -3.3588], [-1.3215, 5.7546, -0.4450], [0.6395, 6.6280, 0.8838], [2.0826, 4.9654, 2.0898], [1.4753, 2.5582, 1.9408], [-4.7246, -1.5343, -2.3357], [-3.9876, -3.9885, 0.9272], [-2.9057, -5.1074, 2.8979], [-1.6506, -3.6688, 4.5287], [-1.5188, -1.2448, 4.1000], [2.3337, 1.1279, 4.1838], [1.1872, 0.3743, 3.9608], [0.0560, 1.1313, 3.7605], [1.2000, -0.8377, 3.9472], [2.2338, 2.0417, 4.5897], [3.1151, 0.5816, 4.5027], [0.1777, 2.0695, 3.4101], [-0.6957, 0.6421, 3.2966], [4.1223, -5.1616, 0.3374], [3.9372, -4.1314, -0.6588], [4.7598, -4.2498, -1.8452], [2.4000, -3.8814, -1.0064], [1.9876, -2.6358, -0.6742], [0.8701, -2.1528, -0.8469], [3.0998, -1.8067, -0.0541], [3.0601, -0.4810, 0.3425], [4.2152, 0.0779, 0.8819], [5.3810, -0.6777, 1.0148], [5.4187, -2.0046, 0.5969], [4.2607, -2.5383, 0.0638], [2.1516, 0.0953, 0.2188], [4.2074, 1.1124, 1.2085], [6.2695, -0.2249, 1.4426], [6.3198, -2.5997, 0.6874], [-0.6330, -0.9551, -3.2198], [0.7065, -0.4811, -3.5279], [1.4174, 0.3545, -2.7380], [2.7318, 0.5748, -3.1645], [0.9962, 0.9057, -1.7297], [-1.3421, -0.6470, -3.9872], [-0.9439, -0.5238, -2.2783], [-0.6373, -2.0365, -3.0992], [1.1872, -0.9097, -4.2974], [3.1895, -0.2151, -3.5933], [3.2771, 0.9769, -2.4182]], "forces_ev_per_a": [[-0.1, -0.1, 0.0], [0.0, -0.1, 0.1], [0.0, -0.1, 0.0], [0.0, 0.1, 0.0], [0.0, 0.1, 0.1], [0.0, -0.2, -0.1], [0.0, 0.1, 0.0], [0.2, -0.1, 0.0], [-0.1, -0.1, 0.0], [0.1, 0.0, 0.0], [0.0, 0.0, 0.0], [0.0, 0.0, 0.0], [0.0, 0.0, -0.1], [0.1, 0.3, 0.0], [-0.1, 0.0, 0.3], [0.0, 0.0, 0.1], [0.0, 0.0, 0.0], [0.0, 0.0, 0.0], [0.0, 0.1, -0.3], [-0.2, -0.1, 0.0], [0.2, 0.1, -0.1], [0.0, 0.1, 0.0], [0.0, 0.0, 0.0], [0.1, 0.0, 0.0], [0.0, 0.0, 0.0], [0.0, 0.1, 0.0], [0.0, -0.1, 0.1], [0.0, 0.0, 0.0], [0.0, 0.0, 0.0], [0.0, 0.0, 0.0], [0.0, 0.0, 0.0], [0.0, 0.1, -0.1], [0.0, 0.0, 0.0], [0.0, 0.0, 0.0], [0.0, 0.0, 0.0], [0.0, 0.0, 0.0], [0.0, -0.1, -0.1], [0.0, -0.1, -0.1], [-0.1, 0.0, -0.1], [-0.1, 0.1, 0.1], [0.0, 0.0, 0.1], [0.0, 0.0, 0.0], [0.0, 0.0, 0.0], [0.0, -0.1, 0.0], [0.0, -0.1, 0.0], [0.1, -0.1, 0.0], [-0.2, 0.2, 0.1], [0.1, -0.1, -0.1], [-0.1, 0.2, 0.0], [0.0, 0.0, -0.1], [0.2, -0.3, -0.1], [0.0, 0.0, 0.0], [0.0, 0.1, 0.1], [0.0, -0.1, 0.0], [0.0, 0.0, 0.0], [0.0, 0.0, 0.0], [0.1, 0.1, 0.0], [0.0, 0.0, 0.0], [0.0, 0.0, 0.0], [0.0, 0.0, 0.0], [0.0, 0.0, 0.0], [0.2, 0.0, 0.0], [-0.1, 0.1, 0.0], [0.1, -0.2, 0.4], [0.0, 0.0, -0.1], [-0.1, 0.1, -0.4], [-0.1, 0.0, 0.0], [0.0, 0.1, 0.0], [0.0, 0.0, 0.0], [0.0, 0.0, 0.0], [0.0, 0.0, 0.0], [0.0, 0.0, 0.0]]}


# 3
{"formula": "C6H13N", "method": "the ωB97M-V functional and the def2-TZVPD basis", "smiles": "CCN1CCCC1", "e_homo_ev": -8.02, "de_lowest_ev": 0.6615, "energy_ha": -291.13444, "symbols": ["C", "N", "C", "C", "C", "C", "C", "H", "H", "H", "H", "H", "H", "H", "H", "H", "H", "H", "H", "H"], "coordinates": [[-0.4478, 0.8745, -0.6297], [-0.1363, -0.1900, 0.2623], [-0.5689, -0.2363, 1.6449], [0.2042, 0.7694, 2.4832], [-0.1382, -1.3709, -0.5755], [0.6107, -0.9057, -1.8349], [0.4769, 0.6431, -1.8178], [-1.4715, 0.7872, -1.0621], [-0.4358, 1.8891, -0.2483], [-0.5345, -1.2913, 1.9062], [-1.6295, 0.0646, 1.7269], [-0.4082, 1.1332, 3.3122], [0.4847, 1.6243, 1.8715], [1.1193, 0.3656, 2.9208], [-1.1785, -1.5578, -0.8676], [0.3731, -2.2566, -0.2100], [0.2543, -1.3631, -2.7585], [1.6718, -1.1475, -1.8364], [0.3029, 1.1338, -2.7537], [1.4513, 1.0344, -1.5333]], "forces_ev_per_a": [[-1.4, 0.6, -1.4], [1.4, -0.4, 0.4], [-0.9, 0.6, -1.1], [0.2, -0.3, 0.7], [0.1, 0.5, -0.9], [0.2, 0.5, -0.8], [1.4, -0.5, 1.0], [-0.2, -0.2, 0.4], [0.5, 0.0, 0.5], [0.3, 0.1, 0.6], [-0.1, -0.3, -0.1], [0.0, 0.0, 0.0], [-0.1, 0.0, 0.0], [0.0, -0.1, -0.2], [-0.1, -0.7, 0.0], [-0.3, 0.0, 0.7], [-0.4, 0.0, 0.1], [0.0, -0.2, 0.4], [-0.9, 0.1, -0.5], [0.2, 0.0, 0.1]]}


# 4
{"formula": "C54H41IrN4P2SbSe4", "method": "the ωB97M-V functional and the def2-TZVPD basis", "multiplicity": 2, "charge": -2, "e_homo_ev": [-1.03, -1.04], "de_lowest_ev": 2.3155, "energy_ha": -12934.45911, "symbols": ["Ir", "C", "C", "N", "C", "C", "C", "C", "C", "C", "C", "N", "C", "C", "C", "C", "C", "C", "C", "C", "N", "C", "H", "H", "H", "H", "H", "H", "H", "H", "H", "H", "H", "H", "C", "C", "C", "C", "C", "C", "P", "C", "C", "C", "C", "C", "C", "C", "C", "C", "C", "C", "C", "H", "H", "H", "H", "H", "H", "H", "H", "H", "H", "H", "H", "H", "H", "N", "P", "C", "C", "C", "C", "C", "C", "C", "C", "C", "C", "C", "C", "C", "C", "C", "C", "C", "C", "H", "H", "H", "H", "H", "H", "H", "H", "H", "H", "H", "H", "H", "H", "H", "Se", "Sb", "Se", "Se", "Se"], "coordinates": [[-0.3180, -0.7844, -0.3245], [1.8365, 3.2104, -2.7765], [1.6306, 1.9134, -2.3773], [0.4117, 1.4979, -1.8851], [-0.4868, 2.4794, -1.3867], [-0.3014, 3.8174, -1.8082], [0.8299, 4.1532, -2.6237], [-1.1728, 4.8172, -1.3450], [-2.1031, 4.5161, -0.3729], [-2.2199, 3.2282, 0.1307], [-1.4647, 2.1541, -0.3929], [-1.5435, 0.8850, 0.0775], [-2.5111, 0.4672, 0.9926], [-3.8422, 0.8080, 0.9944], [-4.7419, 0.2248, 1.9107], [-4.3157, -0.6720, 2.8419], [-2.9685, -1.0939, 2.8434], [-2.4807, -2.1036, 3.6953], [-1.2267, -2.6011, 3.4936], [-0.4446, -2.0932, 2.4539], [-0.8228, -1.0943, 1.6921], [-2.0838, -0.5651, 1.8849], [2.7948, 3.4747, -3.2103], [2.3990, 1.1599, -2.4372], [0.9350, 5.1631, -2.9992], [-1.0488, 5.8304, -1.7113], [-2.7386, 5.2977, 0.0298], [-2.8750, 3.0418, 0.9658], [-4.2164, 1.4667, 0.2238], [-5.7926, 0.4710, 1.8406], [-5.0098, -1.1432, 3.5267], [-3.1283, -2.5088, 4.4617], [-0.8343, -3.4101, 4.0937], [0.5149, -2.5352, 2.2177], [6.9801, 0.0517, 0.0436], [6.3120, 0.4866, 1.1779], [4.9186, 0.5032, 1.2158], [4.1825, 0.0755, 0.1148], [4.8665, -0.3206, -1.0391], [6.2527, -0.3359, -1.0771], [2.3409, -0.1113, 0.0564], [1.9284, 0.5005, 1.7360], [1.4638, 1.8133, 1.8119], [1.1887, 2.3932, 3.0447], [1.3478, 1.6516, 4.2076], [1.7827, 0.3334, 4.1371], [2.0884, -0.2333, 2.9068], [2.2450, -1.9363, 0.1058], [3.2700, -2.8289, 0.4264], [3.0494, -4.1936, 0.3013], [1.8164, -4.6504, -0.1599], [0.7959, -3.7582, -0.4776], [0.9713, -2.3741, -0.3517], [8.0629, 0.0026, 0.0359], [6.8744, 0.8116, 2.0459], [4.4092, 0.8317, 2.1120], [4.2974, -0.6440, -1.9031], [6.7674, -0.6509, -1.9782], [1.3215, 2.3869, 0.9012], [0.8468, 3.4199, 3.0906], [1.1326, 2.1006, 5.1702], [1.8867, -0.2524, 5.0428], [2.4535, -1.2538, 2.8529], [4.2334, -2.4636, 0.7689], [3.8310, -4.8975, 0.5681], [1.6354, -5.7148, -0.2696], [-0.1504, -4.1456, -0.8365], [-0.0005, 0.1635, -2.2218], [0.0494, -0.0948, -3.8324], [1.7312, -0.0722, -4.5251], [2.3005, 0.9976, -5.2082], [3.6513, 0.9829, -5.5283], [4.4508, -0.0884, -5.1582], [3.8946, -1.1497, -4.4582], [2.5471, -1.1328, -4.1258], [-0.9642, 1.1451, -4.6613], [-0.8206, 1.4568, -6.0133], [-1.6826, 2.3656, -6.6081], [-2.7152, 2.9323, -5.8735], [-2.9054, 2.5683, -4.5501], [-2.0387, 1.6659, -3.9470], [-0.6257, -1.6787, -4.3182], [-0.0288, -2.4100, -5.3543], [-0.6601, -3.5342, -5.8625], [-1.9011, -3.9202, -5.3663], [-2.5286, -3.1578, -4.3957], [-1.9055, -2.0247, -3.8932], [1.6945, 1.8570, -5.4603], [4.0906, 1.8230, -6.0531], [5.5078, -0.0864, -5.3958], [4.5155, -1.9851, -4.1576], [2.1110, -1.9495, -3.5585], [-0.0508, 0.9708, -6.5997], [-1.5591, 2.6198, -7.6542], [-3.3908, 3.6396, -6.3398], [-3.7358, 2.9722, -3.9859], [-2.1982, 1.3600, -2.9204], [0.9256, -2.1105, -5.7627], [-0.1773, -4.1043, -6.6476], [-2.3899, -4.8119, -5.7422], [-3.4997, -3.4603, -4.0201], [-2.4088, -1.4231, -3.1521], [-4.4392, -5.4124, -1.6843], [-4.2018, -3.5146, -0.1032], [-2.1106, -2.1079, -0.7217], [-6.3145, -2.2022, -0.0695], [-4.0073, -4.4800, 2.1678]], "forces_ev_per_a": [[2.2, 2.1, 1.4], [-0.1, 0.1, 0.0], [0.1, 0.0, 0.1], [-0.1, 0.3, -0.3], [-0.1, 0.1, 0.0], [0.0, -0.2, 0.0], [0.0, -0.1, 0.0], [0.0, 0.2, 0.0], [0.0, -0.2, 0.0], [0.0, 0.2, -0.2], [0.1, -0.4, 0.2], [-0.1, 0.2, -0.2], [0.1, 0.0, -0.1], [0.0, 0.0, 0.2], [0.1, 0.2, 0.0], [-0.1, 0.1, 0.3], [0.2, 0.4, -0.1], [-0.1, -0.2, -0.1], [0.4, 0.2, 0.3], [0.3, -0.2, 0.1], [-0.6, -0.1, -0.9], [-0.1, 0.2, 0.3], [0.0, 0.0, 0.0], [0.0, 0.0, 0.0], [0.0, 0.0, 0.1], [0.0, 0.0, 0.0], [0.0, 0.0, 0.0], [-0.1, 0.0, -0.1], [0.0, 0.0, 0.0], [0.0, 0.0, 0.0], [0.0, 0.0, -0.1], [0.0, 0.0, -0.1], [-0.1, 0.0, -0.1], [0.0, -0.1, 0.0], [0.0, 0.0, 0.0], [-0.1, 0.0, 0.0], [0.1, 0.0, -0.1], [-0.1, 0.1, -0.3], [0.1, 0.1, 0.1], [-0.1, 0.0, 0.0], [0.2, -0.6, 1.0], [0.2, 0.1, -0.1], [0.0, 0.0, 0.1], [0.0, -0.1, -0.1], [0.0, 0.0, 0.0], [0.0, 0.0, -0.1], [0.0, 0.0, 0.1], [0.0, -0.3, -0.3], [-0.1, 0.1, 0.0], [0.0, -0.1, 0.1], [0.0, 0.2, 0.0], [0.1, -0.1, -0.2], [0.5, 0.4, 0.4], [0.0, 0.1, 0.0], [0.0, 0.0, 0.0], [0.0, 0.0, 0.0], [0.0, 0.0, 0.0], [0.0, 0.0, 0.0], [0.0, 0.0, 0.0], [0.0, 0.0, 0.0], [0.0, 0.0, 0.0], [0.0, 0.0, 0.0], [0.0, 0.0, 0.0], [0.0, 0.0, 0.0], [0.0, 0.0, 0.0], [0.0, 0.0, 0.0], [-0.1, 0.0, 0.1], [0.0, -0.1, 0.1], [-0.2, -0.1, 0.4], [0.2, 0.0, 0.2], [0.0, -0.1, -0.2], [0.0, 0.1, -0.1], [-0.1, 0.0, 0.0], [0.0, -0.1, 0.0], [0.0, -0.1, -0.1], [0.0, 0.0, -0.2], [0.0, 0.1, 0.1], [0.1, -0.1, -0.1], [0.0, 0.0, 0.1], [0.0, -0.1, 0.0], [0.0, 0.1, 0.1], [-0.1, 0.1, -0.4], [0.0, -0.1, 0.1], [0.0, 0.1, 0.0], [0.0, 0.0, 0.0], [-0.1, -0.1, -0.1], [0.0, 0.1, 0.0], [0.0, 0.0, 0.0], [0.0, 0.0, 0.0], [0.0, 0.0, 0.0], [0.0, 0.0, 0.0], [0.1, 0.0, 0.1], [0.0, 0.1, 0.0], [0.0, 0.0, 0.0], [0.0, 0.0, 0.0], [0.0, 0.0, 0.0], [0.0, 0.0, 0.0], [0.0, 0.0, 0.0], [0.0, 0.0, 0.0], [0.0, 0.0, 0.0], [0.1, 0.0, 0.1], [-0.1, 0.0, 0.0], [0.6, 0.7, -0.1], [-1.7, -0.9, 1.6], [-2.1, -2.0, -2.5], [0.6, 0.0, -0.4], [0.2, 0.0, -0.3]]}